No. 1
ORCA calculation (ωB97M-V/def2-TZVPD) on C28H25ClNdOSi as an isolated structure.

Structure (XYZ):
```
57
Properties=species:S:1:pos:R:3:forces:R:3
C -1.590 -0.756 -2.678 0.6 0.4 -0.2
C -0.826 -1.498 -3.631 0.6 0.0 0.3
C 0.470 -0.885 -3.760 -0.5 0.0 0.7
H -1.166 -2.406 -4.128 0.2 0.3 0.0
C 0.503 0.248 -2.881 -0.4 -0.4 -0.2
C -0.763 0.312 -2.232 -0.6 0.6 -0.5
H -1.099 1.082 -1.528 0.4 -0.5 -0.6
H -2.632 -0.915 -2.363 0.7 0.0 -0.2
H 1.335 -1.303 -4.275 -0.4 0.2 -0.1
H 1.373 0.871 -2.621 -0.6 -0.3 -0.4
Nd 0.492 -1.732 -1.212 -0.4 0.8 1.1
Cl -1.267 -2.201 0.664 0.3 -1.0 -0.4
C 3.772 -5.906 -2.027 -0.1 0.2 -0.3
C 4.702 -4.952 -2.540 -0.3 0.0 -0.3
C 4.483 -4.834 -3.946 -0.3 -0.3 0.3
H 5.466 -4.416 -1.959 -0.4 -0.3 -0.3
C 3.417 -5.716 -4.302 0.2 0.1 0.5
C 2.979 -6.379 -3.116 0.3 0.4 -0.1
H 2.182 -7.134 -3.056 0.4 0.4 0.0
H 3.695 -6.236 -0.981 0.1 0.1 -0.5
H 5.046 -4.190 -4.637 -0.3 -0.3 0.4
H 3.017 -5.869 -5.314 0.2 0.1 0.5
O 0.656 0.061 0.050 -0.4 0.1 0.8
Si -0.304 0.961 1.064 0.6 0.3 -0.5
C 0.224 2.787 0.943 0.1 -0.4 -0.1
C 1.175 3.245 0.028 0.1 -0.2 -0.2
C 1.456 4.607 -0.067 0.7 0.3 -0.6
C 0.804 5.525 0.746 -0.1 0.6 0.2
C -0.139 5.080 1.676 -0.1 -0.2 0.1
C -0.416 3.714 1.773 -0.2 0.4 0.2
C -2.189 1.130 0.702 0.3 -0.1 -0.1
C -2.693 2.234 0.012 0.3 1.0 -0.5
C -4.041 2.347 -0.338 -0.1 0.0 0.0
C -4.936 1.333 -0.002 -0.2 0.1 -0.1
C -4.461 0.225 0.696 -0.5 0.2 0.0
C -3.123 0.164 1.052 -0.1 -1.7 0.9
C -0.071 0.546 2.878 0.3 -0.2 -0.3
C 1.224 0.431 3.407 0.2 0.0 0.0
C 1.411 0.098 4.749 0.4 0.0 0.1
C 0.315 -0.127 5.580 -0.3 -0.1 0.2
C -0.975 -0.003 5.059 0.0 0.0 0.5
C -1.150 0.343 3.725 -1.1 0.0 0.0
H 1.694 2.520 -0.628 -0.4 0.5 0.4
H 2.205 4.965 -0.805 -0.6 -0.3 0.6
H 1.019 6.608 0.665 -0.1 -0.8 0.0
H -0.669 5.791 2.321 0.3 -0.3 -0.3
H -1.175 3.369 2.497 0.4 0.2 -0.4
H -2.018 3.070 -0.284 -0.5 -0.8 0.2
H -4.396 3.229 -0.882 0.2 -0.3 0.2
H -6.000 1.406 -0.281 0.6 0.0 0.1
H -5.149 -0.587 0.973 0.4 0.4 -0.1
H -2.813 -0.752 1.613 -0.3 1.2 -0.6
H 2.103 0.609 2.761 -0.5 -0.2 0.4
H 2.429 0.007 5.161 -0.6 0.1 -0.3
H 0.455 -0.398 6.642 0.0 0.2 -0.7
H -1.851 -0.174 5.700 0.4 0.1 -0.3
H -2.186 0.452 3.333 0.9 -0.1 0.4
```
Forces are in eV/Å.

Output
- Orbital gap (spin up / spin down): 5.031 / 5.081 eV
- 2S+1: 4
- Expectation value of S²: 3.7537
- Net charge: -1

---

No. 2
ORCA calculation (ωB97M-V/def2-TZVPD) on C28H25F5IN5O3S2W as an isolated structure.

Structure (XYZ):
```
70
Properties=species:S:1:pos:R:3:forces:R:3
W 0.856 0.636 -0.953 -3.3 -0.8 2.0
C 0.106 4.056 -0.811 0.2 0.3 -0.2
O -0.042 2.808 -0.124 -0.3 -0.3 0.0
C -1.286 2.563 0.464 -0.2 -0.8 0.2
C -2.295 3.480 0.680 0.3 0.0 -0.1
C -3.505 3.045 1.213 0.1 -0.2 0.0
C -3.713 1.711 1.520 0.0 0.3 0.1
C -2.699 0.789 1.349 0.6 -0.1 -0.3
C -1.478 1.207 0.826 -0.8 1.2 -0.3
N -0.361 0.422 0.620 1.2 0.9 0.3
N -0.290 -0.746 -0.022 -0.1 0.3 -2.0
C 0.287 -1.933 0.293 2.0 -0.8 -0.6
C 1.467 -2.111 -0.500 -1.7 -0.5 1.4
O 1.789 -1.072 -1.248 -0.5 1.6 -0.2
C 2.236 -3.279 -0.375 0.2 -0.5 0.1
C 1.869 -4.225 0.549 0.3 0.5 -0.4
C 0.739 -4.060 1.390 -0.3 0.3 0.0
C 0.418 -4.994 2.394 -0.3 -0.1 0.2
C -0.713 -4.855 3.168 0.5 -0.2 -0.2
C -1.588 -3.792 2.939 0.0 0.4 -0.3
C -1.289 -2.847 1.985 -0.2 0.0 0.4
C -0.111 -2.929 1.228 0.1 -0.1 -0.1
H 0.146 4.881 -0.096 0.0 -0.1 -0.1
H -0.709 4.202 -1.527 0.1 0.0 0.1
H 1.057 3.989 -1.346 -0.2 0.1 0.1
H -2.178 4.519 0.424 0.1 0.2 -0.1
H -4.297 3.759 1.367 -0.1 0.1 0.0
H -4.666 1.384 1.903 -0.1 0.0 0.0
H -2.853 -0.252 1.581 0.0 0.0 0.1
H 3.116 -3.402 -0.988 0.0 -0.1 -0.1
H 2.461 -5.123 0.645 0.1 -0.1 0.1
H 1.080 -5.833 2.548 0.1 -0.1 0.0
H -0.926 -5.574 3.945 0.0 -0.1 0.0
H -2.496 -3.712 3.515 -0.1 0.0 0.0
H -1.968 -2.034 1.797 -0.1 0.1 0.0
F -4.366 -2.562 -4.919 0.2 0.2 0.1
C -3.584 -1.649 -4.368 0.1 0.2 0.2
C -3.994 -0.312 -4.330 0.1 0.0 0.2
F -5.138 0.046 -4.891 0.0 -0.1 0.1
C -3.217 0.642 -3.683 0.3 -0.2 0.1
F -3.645 1.897 -3.588 0.0 -0.1 -0.1
C -1.977 0.296 -3.136 0.0 -0.6 -0.4
S -0.889 1.495 -2.492 0.7 -0.3 1.0
C -1.576 -1.032 -3.224 0.5 0.1 0.4
F -0.347 -1.330 -2.694 -1.1 -0.4 -1.0
C -2.363 -2.016 -3.797 0.1 0.1 0.1
F -1.960 -3.281 -3.798 -0.1 0.1 -0.1
N 3.696 2.603 -3.511 -0.9 -0.7 0.4
C 2.990 1.576 -3.035 1.3 0.2 -0.5
O 2.087 1.739 -2.166 0.2 0.6 0.1
C 3.374 0.200 -3.440 0.1 -0.3 0.3
I 4.620 -0.432 -1.779 0.7 0.1 -0.6
H 3.563 3.540 -3.161 -0.1 0.0 0.0
H 4.422 2.465 -4.198 -0.1 -0.1 0.0
H 3.970 0.143 -4.346 0.0 0.0 0.0
H 2.517 -0.477 -3.466 0.2 0.2 0.0
C 1.548 -0.787 4.001 -0.1 0.1 0.3
N 1.864 -0.285 2.678 0.3 0.2 -0.2
C 1.926 1.003 2.345 -0.3 -0.7 -0.2
S 2.530 1.389 0.757 0.8 0.0 -0.5
N 1.588 1.948 3.199 0.0 -0.5 0.2
C 1.559 3.366 2.929 0.0 0.7 -0.1
H 1.527 -1.873 3.965 0.0 0.0 0.0
H 0.564 -0.436 4.316 0.0 0.0 0.0
H 2.300 -0.475 4.731 0.0 0.0 0.0
H 2.264 -0.941 2.017 -0.1 0.2 0.0
H 1.324 1.685 4.141 0.1 -0.2 -0.1
H 1.892 3.546 1.909 -0.1 0.0 0.1
H 2.223 3.890 3.618 0.0 0.0 0.0
H 0.544 3.744 3.062 0.1 0.0 0.0
```
Forces are in eV/Å.

Output
- Orbital gap (spin up / spin down): 5.260 / 5.140 eV
- Net charge: +2

---

No. 3
ORCA calculation (ωB97M-V/def2-TZVPD) on C28H25N2O5ReS3Sb as an isolated structure.

Structure (XYZ):
```
65
Properties=species:S:1:pos:R:3:forces:R:3
Re 2.159 3.005 0.485 0.1 -0.4 0.0
S 2.844 5.156 1.290 0.0 -0.1 0.0
C 1.144 5.258 1.589 -0.2 0.0 0.0
N 0.555 4.159 1.187 0.1 0.2 0.0
C -0.807 4.143 1.426 0.0 -0.1 0.0
C -1.696 3.131 1.080 0.0 0.0 0.0
C -3.029 3.304 1.401 0.0 0.0 0.0
C -3.474 4.465 2.042 0.0 0.0 0.0
C -2.593 5.478 2.376 -0.1 0.0 0.0
C -1.252 5.306 2.061 0.1 0.0 0.0
S 0.087 6.400 2.338 0.1 0.0 0.0
H -1.340 2.251 0.559 0.0 0.0 0.0
H -3.742 2.532 1.144 0.0 0.0 0.0
H -4.524 4.575 2.275 0.0 0.0 0.0
H -2.938 6.380 2.863 0.0 0.0 0.0
N 5.040 0.608 2.313 0.0 0.0 0.0
C 3.915 1.197 1.919 0.0 0.0 0.0
O 3.932 2.401 1.572 -0.1 0.1 0.0
C 2.622 0.449 1.894 0.0 0.0 -0.1
C 1.529 1.512 1.817 0.0 0.1 0.1
H 5.908 1.113 2.249 0.0 0.0 0.0
H 5.050 -0.368 2.547 0.0 0.0 0.0
H 2.552 -0.233 2.745 0.0 0.0 0.0
H 2.620 -0.164 0.986 0.0 0.0 0.0
H 1.377 1.969 2.802 0.0 0.0 0.0
H 0.574 1.096 1.495 0.0 0.0 0.0
C -1.683 -1.751 -5.336 0.0 0.0 0.0
C -0.989 -2.696 -4.593 0.0 0.0 0.0
C -0.664 -2.438 -3.269 0.0 0.0 0.0
C -1.027 -1.232 -2.674 0.0 -0.2 0.1
C -1.716 -0.290 -3.429 0.0 0.1 0.0
C -2.046 -0.546 -4.753 0.0 0.0 0.0
Sb -0.546 -0.785 -0.644 -0.1 0.2 -0.1
C 1.002 -2.249 -0.372 0.0 0.0 0.0
C 0.789 -3.420 0.351 0.1 0.0 0.0
C 1.829 -4.319 0.562 0.0 0.0 0.0
C 3.091 -4.057 0.051 0.0 0.0 0.0
C 3.311 -2.894 -0.675 0.0 0.0 0.0
C 2.276 -1.992 -0.883 0.0 -0.1 0.0
C -2.070 -1.977 0.283 -0.1 0.0 -0.1
C -2.853 -2.904 -0.400 0.0 0.0 0.0
C -3.817 -3.646 0.270 0.0 0.0 0.0
C -4.009 -3.471 1.634 0.0 0.0 0.0
C -3.241 -2.545 2.325 0.0 0.0 0.0
C -2.283 -1.799 1.649 0.0 0.0 0.0
H -1.933 -1.950 -6.371 0.0 0.0 0.0
H -0.695 -3.634 -5.047 0.0 0.0 0.0
H -0.109 -3.180 -2.704 0.0 0.0 0.0
H -1.982 0.669 -2.995 0.0 0.0 0.0
H -2.575 0.201 -5.331 0.0 0.0 0.0
H -0.192 -3.641 0.752 0.0 0.0 0.0
H 1.647 -5.228 1.123 0.0 0.0 0.0
H 3.898 -4.761 0.210 0.0 0.0 0.0
H 4.291 -2.688 -1.090 0.0 0.0 0.0
H 2.459 -1.095 -1.462 0.0 0.0 0.0
H -2.712 -3.055 -1.464 0.0 0.0 0.0
H -4.418 -4.363 -0.275 0.0 0.0 0.0
H -4.760 -4.050 2.155 0.0 0.0 0.0
H -3.390 -2.400 3.388 0.0 0.0 0.0
H -1.695 -1.071 2.200 0.0 0.0 0.0
O 3.087 1.757 -0.899 -0.2 0.1 -0.3
S 2.076 1.988 -2.060 0.1 0.3 0.6
O 1.446 0.759 -2.432 -0.1 -0.1 0.0
O 1.063 2.837 -1.158 0.3 0.0 -0.3
O 2.627 2.797 -3.096 -0.1 0.0 0.1
```
Forces are in eV/Å.

Output
- Orbital gap (spin up / spin down): 7.871 / 7.392 eV
- 2S+1: 2
- Expectation value of S²: 0.7558

---

Taking the records one at a time from the top gives F_max values of 1.88; 3.92; 0.66 eV Å⁻¹.